Computed, not measured: a molecular structure, C16H30AsBr2PReSe3Te, with ωB97M-V/def2-TZVPD.

For the HOMO-LUMO gap (spin up / spin down), the calculation gives 6.790 / 5.223 eV. The net charge is +2. The spin multiplicity is 4. The value obtained for the energy relative to the best compared isomer or geometry (same formula, charge and spin) is 0.527 eV. The HOMO energy (spin up / spin down) comes out at -13.51 / -13.80 eV.

Each line ends with the Mulliken charge.
CARTESIAN COORDINATES (ANGSTROEM)
Re (1.666, -0.582, -1.183)  -0.664
Se (3.491, -1.591, -2.362)  0.067
Se (5.539, -0.375, -2.447)  -0.041
Te (5.144, 1.658, -1.198)  0.249
Se (2.621, 1.629, -0.957)  -0.028
Br (0.140, -2.579, -1.977)  0.136
C (0.724, -4.486, -1.739)  -0.642
Br (2.578, -4.809, -1.771)  -0.010
H (0.235, -4.969, -2.576)  0.438
H (0.297, -4.770, -0.786)  0.399
C (0.456, 1.432, 2.137)  -1.409
C (0.427, -0.091, 2.231)  -0.839
P (1.684, -0.938, 1.227)  1.202
C (1.493, -2.723, 1.582)  -0.238
C (0.993, -3.086, 2.983)  -1.425
C (3.317, -0.436, 1.864)  -0.451
C (3.617, -0.824, 3.311)  -1.381
H (-0.391, 1.855, 2.675)  0.422
H (0.408, 1.783, 1.104)  0.318
H (1.363, 1.842, 2.582)  0.374
H (-0.543, -0.500, 1.938)  0.615
H (0.595, -0.415, 3.261)  0.703
H (2.464, -3.175, 1.367)  0.486
H (0.797, -3.117, 0.841)  0.030
H (1.584, -2.631, 3.776)  0.316
H (1.048, -4.166, 3.114)  0.418
H (-0.046, -2.791, 3.123)  0.356
H (3.374, 0.645, 1.726)  0.311
H (4.050, -0.876, 1.181)  0.358
H (2.879, -0.424, 4.007)  0.345
H (4.586, -0.417, 3.596)  0.419
H (3.669, -1.904, 3.441)  0.329
C (-0.313, 2.618, -1.935)  -1.427
As (-0.496, 0.717, -1.628)  1.024
C (-1.270, 0.183, -3.326)  -1.345
C (-2.023, 0.532, -0.399)  -0.601
C (-3.110, 1.512, -0.729)  0.102
C (-4.118, 1.180, -1.630)  -0.325
C (-5.108, 2.099, -1.943)  -0.698
C (-5.100, 3.356, -1.357)  -0.525
C (-4.104, 3.692, -0.449)  -0.713
C (-3.114, 2.774, -0.137)  -0.093
H (-1.284, 3.004, -2.240)  0.469
H (0.417, 2.770, -2.728)  0.479
H (0.013, 3.138, -1.036)  0.430
H (-2.060, 0.894, -3.564)  0.476
H (-1.697, -0.816, -3.270)  0.441
H (-0.509, 0.213, -4.105)  0.388
H (-1.659, 0.669, 0.615)  0.152
H (-2.359, -0.500, -0.514)  0.560
H (-4.143, 0.191, -2.074)  0.427
H (-5.893, 1.829, -2.636)  0.409
H (-5.876, 4.070, -1.596)  0.420
H (-4.105, 4.665, 0.023)  0.429
H (-2.345, 3.037, 0.581)  0.358


Computed, not measured: a molecular structure, C16H30B3Br12NO4S2 in a non-equilibrium geometry, with ωB97M-V/def2-TZVPD.

For the HOMO-LUMO gap, the calculation gives 8.067 eV. The value obtained for the energy relative to the best compared isomer or geometry (same formula, charge and spin) is 0.000 eV. The HOMO energy comes out at -8.30 eV.

Each line ends with the Mulliken charge.
CARTESIAN COORDINATES (ANGSTROEM)
C (3.599, 1.600, -2.934)  -1.005
C (4.388, 1.086, -1.729)  -1.094
N (4.170, 1.831, -0.464)  0.418
C (4.989, 3.052, -0.378)  -0.706
C (6.480, 2.749, -0.411)  -1.316
C (2.832, 2.036, -0.227)  -0.014
S (2.123, 3.470, 0.113)  -0.270
S (1.864, 0.558, -0.347)  0.011
C (0.515, 0.872, 0.793)  -0.921
C (-0.829, 1.084, 0.099)  -0.391
C (-1.639, -0.221, -0.067)  -0.500
B (-3.149, -0.087, 0.272)  0.684
O (-3.780, -0.936, 1.194)  -0.439
B (-4.686, -1.710, 0.517)  0.567
O (-5.151, -1.195, -0.674)  -0.477
B (-5.204, 0.207, -0.557)  0.344
C (-6.564, 0.963, -0.565)  -0.538
C (-6.613, 2.186, -1.492)  -0.619
C (-7.603, 3.221, -1.005)  -0.579
O (-8.904, 2.717, -1.225)  -0.313
C (-9.934, 3.688, -1.209)  -0.750
O (-3.984, 0.817, -0.354)  -0.624
H (4.160, 1.366, -3.831)  0.394
H (3.453, 2.673, -2.870)  0.281
H (2.648, 1.094, -3.019)  0.336
H (5.439, 1.098, -1.981)  0.542
H (4.131, 0.048, -1.541)  0.472
H (4.766, 3.564, 0.544)  0.567
H (4.753, 3.700, -1.221)  0.342
H (6.736, 1.880, 0.181)  0.237
H (6.848, 2.634, -1.425)  0.383
H (6.991, 3.611, 0.002)  0.378
H (0.465, -0.016, 1.403)  0.087
H (0.758, 1.681, 1.465)  0.553
H (-0.648, 1.482, -0.891)  0.323
H (-1.403, 1.837, 0.627)  0.366
H (-1.589, -0.569, -1.098)  0.349
H (-1.236, -1.030, 0.531)  0.219
H (-5.077, -2.751, 0.928)  -0.132
H (-7.325, 0.255, -0.870)  0.200
H (-6.779, 1.249, 0.465)  0.358
H (-7.001, 1.852, -2.449)  0.279
H (-5.639, 2.641, -1.637)  0.430
H (-7.452, 4.191, -1.479)  0.470
H (-7.458, 3.337, 0.073)  0.288
H (-10.662, 3.426, -0.446)  0.229
H (-9.550, 4.683, -1.006)  0.359
H (-10.440, 3.695, -2.171)  0.229
C (6.354, -0.574, 3.099)  -0.366
Br (5.079, 0.337, 1.981)  0.002
Br (6.562, -2.405, 2.553)  -0.005
Br (8.038, 0.358, 3.131)  -0.066
H (5.972, -0.582, 4.110)  0.385
C (1.287, -2.410, 4.407)  -0.051
Br (-0.397, -1.482, 4.489)  -0.028
Br (2.620, -1.415, 3.439)  0.192
Br (1.904, -2.911, 6.159)  -0.045
H (1.111, -3.316, 3.842)  -0.068
C (2.686, -5.340, 1.537)  -0.117
Br (0.995, -4.421, 1.545)  0.002
Br (4.053, -4.348, 0.627)  0.142
Br (3.226, -5.807, 3.323)  -0.037
H (2.537, -6.258, 0.990)  0.072
C (3.216, -7.112, -2.653)  -0.303
Br (1.517, -6.223, -2.516)  -0.007
Br (4.541, -5.991, -3.476)  -0.002
Br (3.803, -7.743, -0.933)  -0.036
H (3.083, -7.977, -3.284)  0.334


Computed, not measured: a molecular structure, C16H30BrClLiN2O9S in a non-equilibrium geometry, with ωB97M-V/def2-TZVPD.

For the HOMO-LUMO gap, the calculation gives 3.687 eV. The net charge is +1. The HOMO energy comes out at -8.58 eV.

Each line ends with the Mulliken charge.
CARTESIAN COORDINATES (ANGSTROEM)
C (1.867, 0.177, 1.729)  -0.882
C (2.604, -1.165, 1.062)  0.509
C (4.237, -1.096, 1.168)  -0.554
Br (5.085, -2.813, 1.839)  -0.124
C (4.980, -0.507, -0.197)  0.300
C (5.124, 1.111, 0.024)  -0.998
S (5.230, 2.125, -1.547)  0.645
O (3.979, 2.000, -2.477)  -0.671
O (6.586, 1.933, -2.325)  -0.568
O (4.330, -0.914, -1.452)  -0.264
C (4.986, -2.075, -2.073)  0.034
O (5.198, -3.268, -1.496)  -0.461
H (0.789, -0.148, 2.074)  0.023
H (2.438, 0.543, 2.691)  0.401
H (1.781, 1.067, 0.959)  0.247
H (2.174, -1.260, -0.022)  -0.617
H (2.176, -2.082, 1.677)  0.365
H (4.479, -0.289, 2.014)  0.513
H (6.078, -0.973, -0.218)  0.562
H (6.118, 1.286, 0.637)  0.405
H (4.187, 1.454, 0.667)  0.257
H (5.248, 3.495, -1.132)  0.222
H (5.350, -1.982, -3.206)  0.352
Li (2.856, -2.877, -1.390)  0.899
C (-2.959, -3.287, 3.962)  -0.654
O (-2.279, -2.193, 3.349)  -0.261
C (-3.053, -1.098, 3.145)  0.595
O (-4.234, -0.990, 3.437)  -0.529
O (-2.286, -0.143, 2.560)  -0.122
C (-2.974, 1.075, 2.284)  -0.587
H (-2.246, -4.107, 4.077)  0.223
H (-3.324, -3.006, 4.956)  0.299
H (-3.783, -3.633, 3.330)  0.317
H (-3.339, 1.530, 3.211)  0.331
H (-3.799, 0.903, 1.585)  0.229
H (-2.266, 1.765, 1.818)  0.187
Cl (6.829, 2.978, -0.016)  -0.610
C (0.488, 1.211, -2.670)  -0.702
N (0.659, 0.045, -1.761)  0.843
O (0.145, 0.121, -0.639)  -0.437
O (1.303, -0.915, -2.200)  -0.550
H (-0.096, 1.977, -2.155)  0.265
H (1.484, 1.585, -2.915)  0.283
H (-0.036, 0.860, -3.561)  0.310
N (-3.404, -3.475, 0.462)  -0.369
H (-4.125, -2.960, -0.056)  0.381
H (-3.103, -2.921, 1.272)  0.136
H (-3.789, -4.371, 0.785)  0.437
H (-2.600, -3.650, -0.152)  0.388
C (-3.355, 1.827, -1.652)  0.188
C (-4.532, 1.183, -1.271)  -0.327
C (-5.768, 1.771, -1.540)  -0.402
C (-5.827, 2.998, -2.200)  -0.492
C (-4.651, 3.640, -2.585)  -0.389
C (-3.414, 3.057, -2.308)  -0.487
H (-2.392, 1.371, -1.440)  0.165
H (-4.485, 0.224, -0.762)  0.279
H (-6.684, 1.272, -1.236)  0.358
H (-6.790, 3.454, -2.414)  0.367
H (-4.697, 4.596, -3.101)  0.377
H (-2.498, 3.560, -2.603)  0.363